1.
113
Properties=species:S:1:pos:R:3:forces:R:3 method="wB97M-V/def2-TZVPD" charge=+1 e_tot_ha=-6988.26165 largest_force_ev_per_a=1.137
Zn 2.0611 0.9161 0.9892 -0.12 -0.08 0.29
C 2.7696 1.8185 5.5838 0.04 -0.01 0.01
C 2.5686 0.3758 5.2519 -0.01 0.01 -0.13
N 2.5061 -0.5030 6.1933 -0.04 -0.06 0.00
C 2.3070 -1.8268 5.8728 -0.01 0.05 0.07
C 2.2172 -2.2986 4.6109 0.02 0.03 -0.06
C 2.0308 -3.7741 4.3887 0.00 0.00 0.01
O 3.1485 -4.3933 3.7524 0.02 -0.03 0.02
C 2.3191 -1.3679 3.5073 -0.09 0.14 0.23
C 2.4587 -1.8616 2.2150 -0.04 -0.04 -0.31
N 2.5202 -1.1758 1.0753 0.06 0.11 0.23
C 3.1798 -1.7579 0.0325 0.06 -0.10 -0.32
C 4.1600 -2.7611 0.1668 -0.11 0.12 0.05
C 4.8361 -3.2299 -0.9318 0.06 -0.02 -0.17
C 4.5999 -2.7228 -2.2232 0.10 -0.13 0.14
C 3.6532 -1.7575 -2.3974 -0.25 0.10 0.05
C 2.9090 -1.3046 -1.2878 0.90 0.16 0.52
I 4.2267 2.1129 0.2341 0.07 -0.01 -0.09
C 2.4272 0.0284 3.8252 -0.04 -0.09 0.05
O 2.4234 0.9704 2.9981 -0.09 0.04 -0.11
H 2.7928 1.9407 6.6631 0.00 0.00 0.00
H 3.7043 2.1806 5.1516 -0.01 0.01 -0.01
H 1.9778 2.4308 5.1488 -0.02 0.00 0.01
H 2.2290 -2.4965 6.7208 0.00 -0.01 0.00
H 1.8143 -4.2538 5.3466 0.00 0.00 -0.01
H 1.1779 -3.9700 3.7347 0.01 0.00 -0.01
H 3.9026 -4.3356 4.3502 -0.02 0.01 -0.02
H 2.5648 -2.9423 2.1330 0.03 0.01 0.03
H 4.4228 -3.1168 1.1538 0.01 0.00 -0.01
H 5.5985 -3.9856 -0.7951 0.00 -0.01 0.00
H 5.1778 -3.0830 -3.0617 0.00 0.01 -0.01
H 3.4522 -1.3383 -3.3751 0.01 -0.01 0.00
N -0.2982 0.3887 -5.9814 -0.02 0.01 -0.02
C -1.1917 -0.0587 -6.9285 0.01 0.01 0.02
C -1.6424 0.4904 -8.1271 -0.03 0.00 -0.02
C -2.5597 -0.2558 -8.8333 0.02 0.02 0.01
C -3.0147 -1.5063 -8.3702 0.00 -0.02 0.02
C -2.5640 -2.0433 -7.1871 -0.02 -0.01 -0.04
C -1.6347 -1.3011 -6.4519 0.04 0.00 0.03
N -1.0272 -1.5912 -5.2487 -0.06 -0.01 -0.02
C -0.2482 -0.5715 -5.0040 0.07 0.04 0.04
C 0.5698 -0.4587 -3.8015 0.10 0.17 -0.09
C 1.4648 0.6583 -3.5957 -0.10 -0.09 -0.04
C 2.1746 0.7504 -2.4624 -0.03 0.00 0.12
N 1.9717 -0.1341 -1.3979 0.10 -0.46 -0.30
C 1.1394 -1.2193 -1.6006 -0.99 0.32 -0.46
C 0.4739 -1.4171 -2.8424 0.02 -0.02 0.33
H 0.1817 1.2714 -5.9932 0.00 -0.03 -0.01
H -1.2937 1.4480 -8.4886 0.00 0.01 0.00
H -2.9410 0.1261 -9.7705 0.00 0.00 -0.01
H -3.7334 -2.0519 -8.9658 -0.01 -0.01 0.00
H -2.9060 -3.0051 -6.8309 0.00 0.00 0.01
H 1.6035 1.4170 -4.3534 -0.02 0.00 0.00
H 2.9167 1.5111 -2.2501 0.03 -0.03 -0.02
H 0.7607 -1.6955 -0.7051 0.15 -0.11 0.05
H -0.1704 -2.2697 -2.9777 -0.05 -0.02 -0.01
C -2.5129 2.8447 -1.7153 -0.02 0.00 0.01
C -1.1323 2.2195 -1.8834 0.01 -0.05 -0.01
Sb 0.4197 3.0033 -0.5827 0.05 0.03 0.05
C 1.4646 4.2391 -2.0064 0.01 0.01 -0.03
C 0.5891 5.0726 -2.9332 -0.01 -0.01 -0.01
C -0.6856 4.5981 0.3426 -0.02 0.03 0.03
C 0.1368 5.2790 1.4328 0.03 0.00 0.01
H -3.2394 2.3825 -2.3878 0.00 0.00 -0.02
H -2.5001 3.9137 -1.9308 0.01 0.02 -0.01
H -2.8873 2.7222 -0.6969 0.02 0.00 -0.10
H -0.7747 2.3373 -2.9097 -0.02 0.02 0.00
H -1.1791 1.1432 -1.6917 0.03 -0.01 0.02
H 2.1265 3.5834 -2.5756 -0.01 0.02 -0.01
H 2.1292 4.8692 -1.4118 -0.02 0.01 0.01
H -0.0852 4.4505 -3.5266 -0.01 0.00 0.00
H 1.1944 5.6544 -3.6312 0.01 0.00 0.00
H -0.0272 5.7811 -2.3796 -0.01 0.01 0.01
H -1.6068 4.1773 0.7447 0.03 0.04 -0.02
H -0.9784 5.3053 -0.4337 0.00 0.01 0.00
H 0.4394 4.5706 2.2069 0.00 -0.01 0.01
H -0.4252 6.0801 1.9159 -0.01 0.00 -0.01
H 1.0503 5.7211 1.0307 0.00 -0.01 -0.01
O -0.0013 0.6242 1.3818 0.02 -0.08 -0.02
As -1.2682 -0.3555 1.8377 0.01 0.02 0.01
C -1.2107 -0.8809 3.6731 0.01 -0.03 -0.01
C -0.7207 0.0416 4.5907 0.05 0.01 0.00
C -0.7821 -0.2454 5.9446 0.02 -0.01 0.01
C -1.3363 -1.4435 6.3761 0.01 0.01 0.00
C -1.8344 -2.3566 5.4585 -0.01 0.00 -0.01
C -1.7796 -2.0752 4.1003 0.00 -0.03 0.02
C -1.4194 -1.9203 0.7447 -0.03 0.01 -0.03
C -0.7123 -3.0730 1.0742 0.07 -0.01 -0.03
C -0.7347 -4.1662 0.2199 -0.02 0.00 0.03
C -1.4824 -4.1142 -0.9504 -0.01 0.01 0.01
C -2.2002 -2.9697 -1.2729 0.06 -0.01 -0.04
C -2.1581 -1.8647 -0.4345 -0.02 0.01 -0.01
C -2.8784 0.6566 1.6556 0.03 0.07 -0.01
C -2.7747 2.0301 1.8420 -0.04 -0.03 0.04
C -3.9191 2.8131 1.8120 -0.01 -0.03 0.04
C -5.1569 2.2219 1.5989 0.02 0.01 0.00
C -5.2575 0.8478 1.4244 0.01 0.01 0.00
C -4.1177 0.0582 1.4586 -0.02 0.00 0.00
H -0.2861 0.9733 4.2450 0.02 0.00 -0.01
H -0.3842 0.4583 6.6629 0.00 0.01 0.01
H -1.3800 -1.6648 7.4341 0.00 0.00 0.01
H -2.2707 -3.2865 5.7979 -0.01 0.00 0.00
H -2.1847 -2.7849 3.3890 -0.01 0.01 0.00
H -0.1401 -3.1150 1.9929 0.02 0.00 0.01
H -0.1808 -5.0605 0.4738 0.00 0.00 0.00
H -1.5088 -4.9701 -1.6120 0.00 -0.01 0.00
H -2.7757 -2.9306 -2.1888 -0.01 0.01 0.00
H -2.7050 -0.9665 -0.6989 0.02 -0.01 0.00
H -1.8017 2.4786 2.0058 -0.01 -0.04 0.01
H -3.8450 3.8831 1.9550 0.00 0.02 0.00
H -6.0486 2.8336 1.5740 -0.01 0.00 0.00
H -6.2248 0.3908 1.2653 -0.01 0.00 0.00
H -4.2032 -1.0146 1.3313 0.00 0.00 0.02

---

2.
119
Properties=species:S:1:pos:R:3:forces:R:3 method="wB97M-V/def2-TZVPD" charge=+1 e_tot_ha=-3674.55449 largest_force_ev_per_a=2.852
C -1.0102 -1.7425 5.7537 -2.70 0.68 0.63
C 0.1430 -1.7026 5.5276 2.59 -0.07 -0.45
C 1.5650 -1.7872 5.2212 -0.16 -0.48 -0.23
C 1.7924 -1.9163 3.7124 0.37 0.12 0.06
C 1.6384 -0.5675 3.0010 -0.17 -0.18 0.36
C 1.3256 -0.5809 1.4889 0.41 0.35 0.48
C 1.7623 -1.9145 0.8494 0.30 0.40 -0.36
C 2.1733 -1.8130 -0.6219 -0.30 -0.13 -0.09
C 3.5260 -2.3545 -0.9653 -0.24 0.11 -0.22
N 1.4742 -1.3439 -1.5713 -0.20 0.01 0.12
O 2.1977 0.3661 0.8508 -0.30 -0.27 -0.05
C 1.8960 1.7057 0.7804 0.04 0.42 0.16
S 2.1626 2.5462 2.4378 0.05 -0.46 0.20
O 2.7296 2.2591 -0.1556 -0.30 0.09 0.12
C 4.1270 2.1699 0.0448 0.95 0.30 -0.58
C 4.8315 3.5667 0.1083 -0.57 -0.30 0.81
C 5.6147 3.7469 1.3911 0.37 0.35 -0.07
O 3.8801 4.6078 -0.0248 0.08 0.03 -0.38
C 0.4666 2.0007 0.2479 1.35 0.32 -0.22
C 0.5066 2.1884 -1.2810 -0.80 0.04 -0.53
N -0.8408 2.0736 -1.8384 0.16 -0.53 0.27
N -0.5856 0.9843 0.5817 -0.62 0.30 0.85
C -1.7813 1.6517 1.2246 -0.81 0.66 -0.61
F -2.0662 2.7622 0.4890 0.14 -1.02 0.57
F -2.8404 0.8169 1.0992 1.12 0.76 0.19
C -1.5998 2.1637 2.7125 -0.67 0.27 0.38
F -0.6107 1.5467 3.3556 -0.53 0.46 -0.19
F -2.7669 1.9352 3.3488 1.02 0.30 -0.34
F -1.3501 3.4879 2.6924 -0.13 -1.05 0.14
C -0.1842 -0.3703 1.1584 0.50 -1.22 -0.15
C -1.1156 -1.0059 2.1908 -1.05 -0.21 -0.32
C -2.1779 -1.9159 1.5269 0.44 -0.10 0.64
C -3.3511 -2.1868 2.4755 0.10 -0.35 -0.74
C -4.6764 -1.5883 2.1024 0.20 -0.13 0.08
O -5.5582 -1.4373 2.8894 -0.56 0.34 0.54
O -4.8161 -1.2751 0.7998 0.44 0.40 -0.19
H -2.0097 -1.5082 6.0307 -0.16 -0.37 -0.01
H 2.1018 -0.9451 5.6463 0.11 0.19 0.02
H 1.9447 -2.6896 5.6942 0.13 -0.05 0.18
H 2.8006 -2.2914 3.5606 0.15 -0.09 -0.06
H 1.1276 -2.6866 3.3335 -0.16 -0.09 -0.09
H 2.5745 -0.0337 3.1280 0.21 0.05 -0.06
H 0.9074 0.0082 3.5594 -0.15 0.08 -0.13
H 0.9861 -2.6682 0.9573 -0.09 -0.21 0.12
H 2.6502 -2.2555 1.3634 0.01 -0.16 0.32
H 3.8574 -3.1081 -0.2621 0.17 -0.09 0.12
H 3.4748 -2.7679 -1.9648 0.11 -0.11 -0.16
H 4.2303 -1.5274 -0.9958 0.25 0.06 0.17
H 0.5664 -1.0363 -1.2268 -0.03 0.04 -0.18
H 1.6947 3.7402 2.0620 0.02 0.08 -0.18
H 4.4247 1.5671 0.8961 -0.36 -0.08 0.29
H 4.5181 1.6714 -0.8375 -0.05 -0.26 -0.11
H 5.5381 3.6204 -0.7120 -0.07 0.13 -0.36
H 6.1997 4.6595 1.3062 0.12 0.13 0.04
H 4.9706 3.8576 2.2592 -0.23 -0.18 0.11
H 6.3193 2.9425 1.5795 0.02 -0.22 -0.03
H 3.7883 5.0280 0.8313 -0.01 0.14 0.13
H 0.2216 2.9490 0.6992 -0.59 0.06 0.06
H 0.9076 3.1772 -1.4514 0.31 0.08 -0.12
H 1.1382 1.4568 -1.7673 0.33 -0.16 0.18
H -1.2032 2.9770 -2.1000 -0.31 0.05 -0.03
H -0.8696 1.4570 -2.6335 0.09 0.12 -0.31
H -0.9842 0.7942 -0.3590 -0.24 0.34 -0.32
H -0.3261 -1.0530 0.3316 -0.14 0.31 -0.51
H -1.6296 -0.3193 2.8496 0.19 0.13 0.11
H -0.5565 -1.6658 2.8362 0.34 0.19 0.22
H -2.5144 -1.5244 0.5768 -0.17 0.06 -0.16
H -1.6906 -2.8708 1.3477 0.08 -0.13 -0.35
H -3.5279 -3.2599 2.4969 -0.10 -0.18 0.11
H -3.1384 -1.9032 3.4985 0.02 0.10 0.20
H -5.5550 -0.6536 0.7539 -0.38 -0.27 -0.15
C -0.8024 6.6880 -1.1975 -0.01 -0.06 -0.01
C -1.7949 5.7452 -1.4526 0.08 -0.07 0.06
C -2.3737 5.6633 -2.7068 0.02 -0.13 0.13
C -1.9702 6.5326 -3.7118 0.07 0.10 -0.06
C -0.9925 7.4916 -3.4506 -0.09 -0.05 -0.07
C -0.4040 7.5607 -2.1938 0.04 -0.03 0.13
C -0.5726 8.4651 -4.5041 0.08 0.10 -0.03
O 0.2829 9.2902 -4.2729 0.01 0.00 0.02
C -1.2402 8.3882 -5.8324 -0.07 -0.10 0.07
C -0.9043 9.3137 -6.8110 0.02 0.07 -0.10
C -1.5049 9.2500 -8.0562 -0.04 -0.04 -0.02
C -2.4386 8.2571 -8.3327 0.04 0.04 0.01
C -2.7810 7.3337 -7.3605 -0.04 0.02 -0.12
C -2.1903 7.3991 -6.1056 0.07 0.04 0.12
C -2.5926 6.4157 -5.0646 -0.08 -0.05 -0.08
O -3.4002 5.5416 -5.2953 0.00 -0.04 0.02
H -0.3456 6.7449 -0.2179 -0.01 0.02 0.02
H -2.1165 5.0719 -0.6662 -0.04 0.06 0.01
H -3.1428 4.9313 -2.9148 -0.04 0.04 -0.09
H 0.3608 8.3008 -2.0054 0.00 0.05 -0.08
H -0.1754 10.0808 -6.5912 0.03 -0.02 0.08
H -1.2455 9.9746 -8.8158 0.01 0.01 -0.01
H -2.9016 8.2071 -9.3087 -0.01 0.00 -0.01
H -3.5088 6.5621 -7.5674 -0.01 -0.04 0.08
C 3.1692 -8.3907 -0.2783 0.00 0.04 0.00
C 2.9262 -7.0214 -0.2662 0.00 -0.02 0.02
C 1.6816 -6.5406 0.0999 0.12 0.03 -0.02
C 0.6685 -7.4256 0.4469 -0.06 -0.08 0.02
C 0.9083 -8.8004 0.4150 -0.08 0.09 0.01
C 2.1628 -9.2777 0.0608 0.12 -0.01 -0.04
C -0.1730 -9.7752 0.7415 0.00 -0.12 0.01
O 0.0373 -10.9668 0.7209 0.01 -0.02 0.00
C -1.5194 -9.2360 1.0854 0.05 0.12 -0.02
C -2.5557 -10.1227 1.3420 -0.11 -0.06 0.03
C -3.8102 -9.6419 1.6750 -0.01 0.05 0.01
C -4.0338 -8.2721 1.7601 0.00 -0.04 0.00
C -3.0053 -7.3836 1.5013 -0.11 -0.01 0.02
C -1.7467 -7.8591 1.1560 0.10 -0.05 -0.03
C -0.6602 -6.8892 0.8537 -0.01 0.09 0.01
O -0.8481 -5.6895 0.9330 -0.01 0.15 0.03
H 4.1446 -8.7647 -0.5580 0.01 0.00 -0.01
H 3.7119 -6.3312 -0.5437 0.02 0.00 -0.01
H 1.4862 -5.4775 0.1140 -0.09 0.01 0.02
H 2.3418 -10.3435 0.0487 -0.08 -0.04 0.01
H -2.3743 -11.1861 1.2775 0.09 0.00 -0.01
H -4.6173 -10.3345 1.8703 -0.01 -0.01 0.01
H -5.0139 -7.8997 2.0258 -0.02 0.00 0.00
H -3.1739 -6.3180 1.5613 0.07 0.04 -0.03

---

Number 1: gap between HOMO and LUMO 5.5835 eV, LUMO -4.16 eV, HOMO level -9.747 eV. Number 2: gap between HOMO and LUMO 8.7024 eV, LUMO -2.69 eV, HOMO level -11.388 eV.